C26H43Cl2N4O6PS2SeSn as an isolated structure at a distorted geometry. Source: the Open Molecules 2025 dataset; level of theory: ωB97M-V/def2-TZVPD.

Geometry as XYZ:
```
86
Properties=species:S:1:pos:R:3:forces:R:3:mulliken_charge:R:1
Sn 0.086 0.765 1.606 0.23 -0.77 -0.13 0.727
O 4.342 1.157 3.227 0.36 0.04 0.13 -0.661
C 3.026 0.694 3.233 0.05 -0.41 0.02 0.530
O 2.415 0.830 2.121 -0.24 0.02 -0.59 -0.418
C 3.002 -0.705 3.847 0.26 0.15 -0.08 -0.856
O 1.674 -1.078 4.103 0.00 -0.10 0.00 -0.272
C 1.121 -0.307 5.138 -0.05 -0.13 0.14 -0.101
C 1.485 1.171 5.141 -0.31 0.01 0.25 0.686
O 0.962 1.901 5.966 -0.12 -0.03 0.11 -0.789
O 2.390 1.610 4.323 0.03 0.21 -0.07 -0.394
H 4.314 1.925 2.640 -0.03 -0.08 -0.08 0.359
H 3.612 -0.720 4.761 0.00 -0.11 0.01 0.368
H 3.397 -1.403 3.110 0.05 0.02 0.03 0.337
H 1.446 -0.698 6.119 -0.04 0.08 -0.10 0.339
H 0.037 -0.410 5.073 0.03 0.15 0.00 -0.109
Cl -2.093 2.448 3.652 -0.09 0.34 0.39 -0.022
C -1.850 3.270 5.203 0.38 -0.11 -0.43 -0.066
Cl -3.281 3.146 6.231 -0.40 0.02 0.37 -0.242
H -1.675 4.326 5.014 0.02 -0.15 -0.01 0.323
H -1.014 2.805 5.723 -0.06 0.06 -0.11 -0.001
S -2.140 -1.885 3.646 0.42 -0.14 0.49 -0.433
C -3.175 -1.922 2.382 -0.44 -0.27 -0.20 0.368
N -3.461 -0.957 1.534 0.37 0.22 -0.22 0.227
C -4.540 -1.166 0.603 -0.27 0.04 -0.05 -0.473
C -4.708 -2.669 0.421 0.11 -0.29 0.14 -0.469
S -4.154 -3.388 2.000 0.09 0.37 0.00 -0.204
H -2.919 -0.026 1.447 -0.34 -0.65 0.27 -0.014
H -4.309 -0.667 -0.340 -0.06 0.03 0.02 0.080
H -5.460 -0.731 1.018 0.03 -0.01 -0.14 0.414
H -4.072 -3.065 -0.372 -0.03 0.10 -0.07 0.129
H -5.743 -2.954 0.241 -0.01 0.05 -0.08 0.436
Se 1.277 3.129 0.688 0.31 0.53 -0.27 -0.216
C 0.578 4.338 -0.609 -0.10 -0.32 0.16 0.172
C -0.701 4.226 -1.159 0.08 -0.07 0.03 0.094
C -1.112 5.139 -2.111 -0.16 0.00 -0.12 -0.247
N -0.369 6.150 -2.558 -0.06 0.19 -0.17 -0.711
C 0.849 6.258 -2.029 0.03 0.10 -0.07 -0.329
C 1.360 5.403 -1.077 0.02 -0.18 0.16 -0.599
H -1.352 3.424 -0.846 -0.08 0.04 -0.02 -0.063
H -2.100 5.061 -2.557 -0.03 -0.10 0.09 0.409
H 1.445 7.086 -2.407 0.07 -0.02 0.07 0.332
H 2.362 5.532 -0.688 0.04 0.06 -0.02 0.347
C -2.027 -0.449 -2.150 -0.05 -0.02 0.11 -1.949
C -0.616 -0.501 -2.751 0.18 -0.06 0.27 2.662
C -0.185 0.956 -2.927 0.04 0.05 0.08 -1.962
C -0.660 -1.180 -4.119 0.11 -0.03 0.17 -2.107
P 0.546 -1.208 -1.361 0.14 -0.51 -1.14 0.033
N 0.184 -0.637 0.007 0.12 0.55 0.59 -0.097
C 0.287 -3.137 -1.357 0.01 0.33 0.12 2.338
C 0.856 -3.655 -0.032 0.06 0.06 0.11 -1.822
C 0.848 -3.934 -2.534 0.01 0.21 0.06 -1.913
C -1.224 -3.367 -1.281 -0.01 0.10 -0.05 -2.086
C 2.374 -0.897 -1.912 -0.27 0.00 0.21 2.775
C 2.732 0.515 -1.450 -0.17 0.06 0.04 -1.822
C 2.711 -1.069 -3.392 -0.18 -0.04 0.09 -2.113
C 3.255 -1.820 -1.069 -0.08 -0.05 0.03 -2.038
H -2.586 0.390 -2.567 -0.02 0.05 -0.07 0.738
H -1.939 -0.288 -1.076 -0.15 0.02 0.08 0.213
H -2.602 -1.355 -2.334 0.01 -0.05 0.00 0.195
H -0.951 1.515 -3.472 -0.05 -0.04 -0.03 0.684
H 0.748 1.055 -3.477 0.07 0.03 0.00 0.263
H -0.074 1.417 -1.945 0.06 0.20 0.01 0.138
H -1.293 -0.580 -4.781 -0.03 0.00 -0.03 0.514
H -1.091 -2.179 -4.067 -0.03 -0.06 -0.02 0.333
H 0.327 -1.250 -4.573 0.04 -0.03 -0.09 0.237
H 1.923 -3.858 -0.084 0.05 0.02 0.01 0.309
H 0.356 -4.583 0.260 -0.03 -0.03 -0.06 0.521
H 0.674 -2.909 0.743 0.02 -0.07 0.13 0.320
H 1.936 -3.920 -2.556 0.04 -0.03 -0.03 0.271
H 0.481 -3.553 -3.487 0.00 -0.05 -0.08 0.290
H 0.529 -4.977 -2.442 0.00 -0.03 0.00 0.502
H -1.647 -2.693 -0.538 -0.17 -0.01 0.08 0.152
H -1.434 -4.397 -0.977 0.06 -0.02 0.02 0.746
H -1.711 -3.203 -2.241 -0.05 0.05 -0.02 0.215
H 2.157 1.292 -1.944 0.00 0.06 0.04 0.304
H 3.791 0.713 -1.639 0.09 -0.08 -0.05 0.532
H 2.559 0.600 -0.379 0.06 0.14 0.03 0.238
H 2.249 -0.294 -4.001 -0.01 0.02 -0.07 0.310
H 2.406 -2.041 -3.778 0.01 -0.07 -0.07 0.245
H 3.795 -0.984 -3.519 0.06 0.01 0.01 0.540
H 2.901 -1.795 -0.040 0.12 -0.09 0.13 0.238
H 4.285 -1.454 -1.077 0.04 0.07 -0.05 0.629
H 3.268 -2.846 -1.435 -0.03 -0.07 0.04 0.306
O -3.737 2.320 -0.726 -0.43 0.41 -0.67 -0.771
C -3.017 1.847 0.095 -0.09 -0.07 0.21 0.733
N -2.338 1.348 0.927 0.36 0.19 0.01 -0.824
```
Positions in Å, forces in eV/Å.

Results
**F_max**: 1.3 eV/Å
**Electronic energy**: -6360.985722 Eh
**LUMO level**: 3.926 eV
**Net charge**: -2
**HOMO**: -1.834 eV
**Energy above the lowest of the compared OMol25 structures with the same formula, charge and spin**: 113.62 kJ/mol
**Gap between HOMO and LUMO**: 5.76 eV